#A
An isolated ion of composition C4H11N4 and charge +1. Source: OMol25; level of theory: ωB97M-V/def2-TZVPD.

Summary:
- SMILES: C=C(C)C/[N+](N)=N/N
- Frontier orbital gap: 9.6 eV
- LUMO: -3.995 eV
- Charge: +1

Last columns: bonded neighbours and bond lengths (Å).
Element x y z (Å)
1 C 2.40522 0.67299 -0.01029  C2 1.352, H9 1.136, H10 1.113
2 C 1.35838 -0.16521 0.16174  C1 1.352, C3 1.492, C4 1.494
3 C 1.42360 -1.63368 -0.09181  C2 1.492, H11 1.126, H12 1.036, H13 1.162
4 C 0.20910 0.36602 0.95419  C2 1.494, N5 1.547, H14 1.176, H15 1.083
5 N -1.13407 0.46084 0.19318  C4 1.547, N6 1.336, N7 1.286
6 N -1.24510 1.55864 -0.56070  N5 1.336, H16 1.000, H17 1.023
7 N -2.00684 -0.43708 0.48518  N5 1.286, N8 1.299
8 N -3.23910 -0.47274 0.07470  N7 1.299, H18 0.966, H19 0.997
9 H 2.33999 1.72775 0.40539  C1 1.136
10 H 3.42323 0.35376 -0.32684  C1 1.113
11 H 2.45212 -2.00883 -0.35388  C3 1.126
12 H 1.11753 -2.26031 0.67455  C3 1.036
13 H 0.73189 -1.83264 -1.00391  C3 1.162
14 H -0.06712 -0.29907 1.88446  C4 1.176
15 H 0.49088 1.36074 1.27791  C4 1.083
16 H -1.96144 1.43662 -1.24743  N6 1.000
17 H -0.34025 1.98159 -0.77982  N6 1.023
18 H -3.77844 0.24947 -0.27192  N8 0.966
19 H -3.86852 -1.19272 0.35684  N8 0.997

#B
A 2-piece molecular cluster, C4H11N4 overall. Source: OMol25; level of theory: ωB97M-V/def2-TZVPD.

Summary:
- Frontier orbital gap: 9.6 eV
- LUMO: -3.015 eV
- Charge: +1

Last columns: bonded neighbours and bond lengths (Å).
Element x y z (Å)
1 C -3.15152 1.10843 -0.01141  C3 1.304, N5 1.186
2 C 2.54428 -0.05264 -0.12785  C4 1.523, N8 1.435, H9 1.102, H10 1.061
3 C -2.31656 0.23215 -0.49638  C1 1.304, N6 1.444, H11 1.041
4 C 1.03176 -0.22957 -0.11154  C2 1.523, N7 1.248, H12 1.115
5 N -4.15122 1.63602 0.34804  C1 1.186, H19 0.993
6 N -2.08273 -1.06904 0.08322  C3 1.444, H13 1.033, H14 0.944, H15 1.142
7 N 0.40667 -1.05677 0.58225  C4 1.248, H16 1.096
8 N 2.96632 1.31488 -0.22849  C2 1.435, H17 0.983, H18 1.009
9 H 3.05764 -0.54997 0.71037  C2 1.102
10 H 3.02441 -0.49045 -0.96645  C2 1.061
11 H -1.67411 0.54994 -1.25195  C3 1.041
12 H 0.61032 0.56807 -0.76733  C4 1.115
13 H -2.08317 -1.82729 -0.61868  N6 1.033
14 H -2.71916 -1.21406 0.76480  N6 0.944
15 H -1.05201 -1.07704 0.57476  N6 1.142
16 H 0.96172 -1.89042 1.02740  N7 1.096
17 H 3.91192 1.46152 -0.45321  N8 0.983
18 H 2.48232 1.70927 0.56420  N8 1.009
19 H -4.61534 2.23306 0.99194  N5 0.993

#C
An isolated ion of composition C4H11N4 and charge +1. Source: OMol25; level of theory: ωB97M-V/def2-TZVPD.

Summary:
- SMILES: C[C@@H]1N=N[C@H]([NH3+])[C@H]1N
- Frontier orbital gap: 9.5 eV
- LUMO: -3.706 eV
- Charge: +1

Last columns: bonded neighbours and bond lengths (Å).
Element x y z (Å)
1 C 2.54683 -0.37042 -0.48787  C2 1.602, H9 1.065, H10 1.059, H11 1.073
2 C 1.14666 -0.49211 0.28003  C1 1.602, N3 1.360, C7 1.623, H12 1.139
3 N 0.56829 -1.71312 0.12766  C2 1.360, N4 1.209
4 N -0.63869 -1.75907 0.17526  N3 1.209, C5 1.467
5 C -1.20725 -0.42064 0.36502  N4 1.467, N6 1.482, C7 1.526, H13 1.045
6 N -2.36432 -0.23538 -0.54152  C5 1.482, H14 1.010, H15 0.990, H16 1.062
7 C -0.07681 0.53429 -0.00905  C2 1.623, C5 1.526, N8 1.475, H17 1.168
8 N -0.24295 1.79047 0.74582  C7 1.475, H18 1.026, H19 0.987
9 H 2.85882 0.64680 -0.53383  C1 1.065
10 H 2.36383 -0.68379 -1.48323  C1 1.059
11 H 3.20587 -1.07440 -0.01621  C1 1.073
12 H 1.31987 -0.13487 1.34732  C2 1.139
13 H -1.55894 -0.54249 1.34135  C5 1.045
14 H -2.27903 0.71041 -0.88481  N6 1.010
15 H -3.27064 -0.14651 -0.15355  N6 0.990
16 H -2.58263 -1.03394 -1.20636  N6 1.062
17 H -0.18266 0.73095 -1.15568  C7 1.168
18 H 0.09175 1.66544 1.70776  N8 1.026
19 H 0.30201 2.52838 0.38187  N8 0.987

Most stable of them? #C.